# 1
Density functional theory data (wB97M-V/def2-TZVPD) for C14H15FIN4O6Se4W as an isolated structure in a non-equilibrium geometry.

Cartesian coordinates (Å):
W1 0.7634 1.3331 0.1575
I1 -2.0147 3.8497 -0.6176
Se1 2.6634 1.0333 -1.7595
Se2 0.7123 2.0955 -2.2792
Se3 4.1410 2.0722 -0.1606
Se4 2.8380 1.1318 1.4760
F1 -0.6435 -4.0832 -5.2321
O1 -0.5472 -3.1638 0.0449
O2 0.4512 -0.5163 -0.8390
O3 -1.2343 0.6491 -0.2405
O4 -0.2478 2.1851 1.8538
O5 0.5188 -5.8867 -3.4644
O6 1.2410 3.3449 0.2391
N1 -0.0344 -4.5313 -1.7151
N2 0.3395 -0.2599 1.7395
N3 -1.1128 -2.5123 -2.0403
N4 2.0329 5.3722 -0.1297
C1 0.6754 -2.4076 2.7315
C2 -0.8224 -0.4034 -0.8359
C3 -0.5484 -3.4102 -1.1558
C4 1.0259 4.5488 -0.1793
C5 -0.2766 5.0837 -0.6955
C6 -1.1520 -2.7435 -3.4187
C7 0.0234 -4.8701 -3.0908
C8 -0.2579 -2.1226 3.7095
C9 -0.8964 -0.8841 3.6940
C10 -1.2108 1.3621 2.5854
C11 0.9430 -1.4629 1.7632
C12 -0.6166 -3.8479 -3.9366
C13 -0.5740 0.0124 2.7070
C14 -1.7726 -1.3854 -1.4515
H1 -2.1123 1.3415 1.9749
H2 -1.6503 -2.0051 -4.0304
H3 2.9384 5.0648 0.2027
H4 1.9420 6.3445 -0.4017
H5 0.3427 -5.2241 -1.0792
H6 -2.3967 -0.8727 -2.1858
H7 -1.6275 -0.6211 4.4467
H8 -1.4118 1.8470 3.5376
H9 -0.5106 5.9943 -0.1417
H10 1.6546 -1.6685 0.9764
H11 -2.4297 -1.6987 -0.6328
H12 -0.4892 -2.8451 4.4809
H13 0.2839 2.7466 2.4350
H14 -0.1275 5.3715 -1.7383
H15 1.1873 -3.3576 2.6965

Its energy above the lowest of the compared OMol25 structures with the same formula, charge and spin is 14.1 kcal/mol. The total energy is -11282.44639 Eh. As for the HOMO energy (alpha / beta): -16.2 / -16.2 eV. The value obtained for the gap between HOMO and LUMO (alpha / beta) is 4.6 / 3.6 eV. Its net charge is +3. Its spin multiplicity is 1.

Need the Mulliken charges? In units of e they are: 0.86 0.28 0.22 -0.03 0.02 0.17 -0.26 -0.63 -0.46 -0.65 -0.37 -0.49 -0.46 -0.07 0.50 0.27 -0.25 -0.82 1.50 0.45 0.66 -1.27 0.03 0.28 -0.38 -0.91 -0.85 -0.10 0.16 0.57 -1.33 0.19 0.39 0.21 0.29 0.26 0.52 0.56 0.62 0.59 0.53 0.34 0.48 0.36 0.54 0.49

---

# 2
Density functional theory data (wB97M-V/def2-TZVPD) for an isolated molecule of C19H20N2O4S.

Cartesian coordinates (Å):
S1 -0.7704 0.2122 -1.9834
O1 4.7549 -2.8565 -2.4205
O2 -0.0357 -0.9461 -2.4081
O3 -2.0345 -0.7199 3.7267
O4 -1.8871 0.6109 -2.7917
N1 0.2131 1.5832 -1.8971
N2 -2.9731 1.7407 2.4634
C1 -0.8415 -1.1428 0.3607
C2 2.9213 0.3244 -2.6531
C3 -4.3490 -0.2402 4.3498
C4 -1.1501 -1.3380 1.7023
C5 1.3798 1.4701 -1.0356
C6 -2.2846 0.8043 1.7827
C7 2.5518 -0.7048 -0.5333
C8 3.9703 -1.7761 -2.1564
C9 -2.3877 2.1864 -0.2173
C10 5.3459 -2.9629 -3.6928
C11 -2.8701 0.0117 4.6136
C12 -1.8599 -0.3962 2.4355
C13 -1.9622 0.9919 0.4029
C14 3.7414 -0.7225 -3.0339
C15 2.3118 0.3473 -1.4086
C16 -3.0754 3.1158 0.5140
C17 -3.3428 2.8369 1.8637
C18 -1.2375 0.0014 -0.2780
C19 3.3718 -1.7504 -0.8964
H1 -2.6501 1.0798 4.5571
H2 5.8916 -3.9052 -3.6862
H3 1.9007 2.4329 -1.0700
H4 -4.6373 0.1856 3.3929
H5 6.0464 -2.1425 -3.8815
H6 4.5914 -2.9874 -4.4853
H7 -2.1685 2.3268 -1.2629
H8 2.7532 1.1358 -3.3481
H9 0.4515 1.8492 -2.8426
H10 -4.5510 -1.3086 4.3395
H11 -3.8916 3.5396 2.4779
H12 -0.2871 -1.8793 -0.1992
H13 -2.5923 -0.3727 5.5994
H14 2.0879 -0.7041 0.4429
H15 1.0023 1.3206 -0.0204
H16 -4.9406 0.2251 5.1326
H17 3.5590 -2.5728 -0.2242
H18 -0.8364 -2.2355 2.2112
H19 4.1884 -0.7068 -4.0153
H20 -3.4178 4.0387 0.0734

Its energy above the lowest of the compared OMol25 structures with the same formula, charge and spin is 56.5 kcal/mol. The total energy is -1544.64697 Eh. As for the HOMO energy: -8.4 eV. The value obtained for the gap between HOMO and LUMO is 8.3 eV. Its SMILES is CCOc1ccc(S(=O)(=O)NCc2ccc(OC)cc2)c2cccnc12. Its net charge is 0. Its spin multiplicity is 1.

Need the natural (NBO) charges? In units of e they are: 2.30 -0.49 -0.93 -0.48 -0.94 -0.85 -0.45 -0.15 -0.12 -0.64 -0.27 -0.25 0.14 -0.18 0.31 -0.13 -0.25 -0.07 0.35 -0.08 -0.32 -0.09 -0.25 0.06 -0.38 -0.25 0.21 0.20 0.22 0.22 0.17 0.18 0.25 0.19 0.40 0.21 0.19 0.26 0.18 0.21 0.21 0.22 0.22 0.23 0.22 0.22

---

# 3
Density functional theory data (wB97M-V/def2-TZVPD) for a 12-piece molecular cluster, C2H27O12 overall in a non-equilibrium geometry.

Cartesian coordinates (Å):
O1 18.2580 -6.3799 -27.0124
O2 22.1588 -9.1894 -22.3312
O3 20.1280 -3.9312 -25.0746
O4 23.0341 -3.4844 -24.0254
O5 17.5599 -6.1330 -23.7653
O6 19.0473 -3.4346 -27.6280
O7 24.2943 -5.7946 -23.5546
O8 19.6057 -8.1575 -22.4709
O9 18.8207 -8.9078 -25.2842
O10 19.9571 -6.5987 -24.5773
O11 22.3156 -6.4973 -21.7510
O12 20.4740 -4.3591 -22.0815
C1 21.4848 -6.9334 -26.3498
C2 21.3312 -6.7705 -24.8179
H1 20.8864 -7.8172 -26.7251
H2 20.4784 -8.5683 -22.3612
H3 17.4993 -6.3564 -22.8748
H4 23.5795 -4.3110 -24.0187
H5 18.4508 -6.2651 -24.1313
H6 21.0563 -5.9860 -26.7691
H7 19.6831 -3.7697 -25.8994
H8 23.4537 -6.1796 -23.3159
H9 22.5357 -6.9677 -26.5297
H10 22.1342 -9.2789 -23.2825
H11 22.1676 -3.7657 -24.3748
H12 20.3736 -4.9802 -22.8117
H13 18.8660 -4.3508 -27.8658
H14 18.9530 -6.3583 -26.3173
H15 24.8235 -6.2939 -22.9014
H16 21.5686 -5.9559 -21.7217
H17 19.3652 -8.1257 -25.1313
H18 22.0834 -7.4328 -21.7275
H19 19.6843 -7.5787 -23.2237
H20 21.7312 -7.6545 -24.3775
H21 20.3500 -4.8834 -25.0723
H22 23.0633 -9.2111 -21.9515
H23 19.8745 -3.6745 -22.3720
H24 17.4562 -6.2257 -26.5811
H25 21.8428 -5.9060 -24.4115
H26 17.9415 -8.6821 -25.0047
H27 18.1789 -3.3166 -27.1611

Its energy above the lowest of the compared OMol25 structures with the same formula, charge and spin is 32.1 kcal/mol. The total energy is -995.32458 Eh. As for the HOMO energy: -6.0 eV. The value obtained for the gap between HOMO and LUMO is 8.4 eV. Its net charge is -1. Its spin multiplicity is 1.

Need the natural (NBO) charges? In units of e they are: -0.99 -0.97 -1.01 -0.99 -1.01 -0.94 -0.97 -1.00 -0.99 -1.03 -0.99 -0.97 -0.65 -0.04 0.22 0.46 0.47 0.48 0.51 0.20 0.48 0.50 0.20 0.50 0.48 0.48 0.49 0.50 0.47 0.50 0.49 0.48 0.49 0.11 0.49 0.49 0.49 0.47 0.14 0.47 0.47